No. 1
{"formula": "C2H2INO3", "method": "wB97M-V/def2-TZVPD", "homo_lumo_gap_ev": 10.12, "smiles": "O=C(I)C[N+](=O)[O-]", "charge": 0, "de_lowest_ev": 4.028, "symbols": ["N", "C", "O", "O", "I", "C", "H", "O", "H"], "positions_angstrom": [[0.7102, 0.2568, -1.0809], [0.4094, 0.1871, 0.3821], [-0.0894, 0.3326, -1.9571], [-1.0354, -1.7969, 0.6734], [-2.5338, 0.6749, 1.1039], [-0.9377, -0.5884, 0.6898], [1.1468, -0.4583, 0.6702], [1.9063, 0.1420, -1.2084], [0.4237, 1.2503, 0.7271]], "forces_ev_per_angstrom": [[1.12, -0.88, 0.74], [-3.59, 1.09, -0.40], [-1.22, 0.36, -0.42], [0.50, 2.57, 0.03], [-0.65, 0.34, 0.17], [0.79, -1.57, -0.62], [2.03, -1.07, 1.49], [0.97, 0.35, -1.07], [0.05, -1.19, 0.09]], "lowdin_charge": [-0.4200, -0.0854, 0.1176, 0.0162, 0.9219, -0.8552, 0.0910, 0.0794, 0.1344]}



No. 2
{"formula": "C2H2IO3", "method": "wB97M-V/def2-TZVPD", "homo_lumo_gap_ev": 6.90, "smiles": "O=C([O-])[C@H](O)I", "charge": -1, "de_lowest_ev": 0.483, "symbols": ["H", "H", "O", "O", "C", "I", "C", "O"], "positions_angstrom": [[-0.0046, -0.7834, -1.3836], [1.2510, 1.1454, 0.0131], [-1.0258, -1.5114, 1.2236], [0.7855, -0.1256, 1.5751], [-0.0389, 0.0281, -0.6995], [-1.9606, 1.2304, -0.9703], [-0.1796, -0.6751, 1.0594], [1.1730, 0.6915, -0.8177]], "forces_ev_per_angstrom": [[-0.66, -0.40, -1.07], [0.40, 0.23, 1.18], [-0.42, -0.29, 0.49], [-0.25, -0.28, 1.54], [0.54, -0.68, 2.60], [0.59, -0.16, -0.33], [1.44, 1.70, -3.23], [-1.64, -0.11, -1.18]], "lowdin_charge": [0.0302, 0.0517, -0.0127, -0.0498, -0.6222, 0.4415, -0.7060, -0.1328]}



No. 3
{"formula": "C2H2InLiO2", "method": "wB97M-V/def2-TZVPD", "homo_lumo_gap_ev": [7.63, 7.63], "charge": 2, "de_lowest_ev": 4.652, "symbols": ["H", "In", "Li", "H", "O", "C", "C", "O"], "positions_angstrom": [[-1.9074, 0.5677, 0.4228], [2.7232, -1.1101, -0.6520], [1.4775, -1.6804, 0.9231], [0.3320, 0.8216, 1.0442], [-0.9368, 0.9420, -1.7835], [-0.4343, 0.2955, 0.4425], [-1.0739, 1.1537, -0.4905], [-0.1804, -0.9899, 0.0934]], "forces_ev_per_angstrom": [[-0.71, 0.91, -0.27], [2.42, 1.12, -3.60], [-3.52, -1.36, 3.28], [-1.58, -0.16, 1.44], [-2.43, 2.90, 7.58], [3.35, -1.07, -1.79], [2.26, -5.82, -7.91], [0.20, 3.47, 1.27]], "lowdin_charge": [0.2756, 1.3703, 0.5187, 0.1583, 0.1741, -0.2675, 0.0464, -0.2759]}



No. 4
{"formula": "C2H2LaO2P", "method": "wB97M-V/def2-TZVPD", "homo_lumo_gap_ev": [5.75, 5.61], "charge": 2, "de_lowest_ev": 3.490, "symbols": ["H", "C", "La", "O", "C", "H", "O", "P"], "positions_angstrom": [[-3.4383, -0.1058, -3.5663], [1.3646, 0.2287, 1.3508], [-1.9396, 0.2744, -2.2741], [-0.7728, 0.9135, 0.3137], [0.0400, 0.2056, 0.8869], [2.0701, 1.0623, 1.3644], [1.8122, -1.0236, 1.6266], [0.8637, -1.5552, 0.2980]], "forces_ev_per_angstrom": [[0.06, 0.08, 0.38], [0.70, -0.13, -0.08], [0.51, 0.40, 0.70], [-1.53, 0.80, -0.99], [0.75, -3.16, -1.44], [-0.05, -0.17, -0.15], [-0.33, -0.08, 0.15], [-0.11, 2.26, 1.43]], "lowdin_charge": [-0.2257, -0.1836, 2.1148, -0.1882, -0.5067, 0.1649, -0.3079, 1.1324]}



No. 5
{"formula": "C2H2LiO2Pb", "method": "wB97M-V/def2-TZVPD", "homo_lumo_gap_ev": 9.09, "charge": 1, "de_lowest_ev": 0.000, "symbols": ["H", "O", "C", "C", "H", "Pb", "O", "Li"], "positions_angstrom": [[-2.0838, 0.5164, -1.4249], [-0.7615, -0.8898, 1.0273], [-1.4675, -0.1310, 0.4398], [-1.6530, 0.8083, -0.4642], [-1.7621, 1.8394, -0.1195], [1.3046, -1.5098, 1.1816], [2.5200, -0.4519, 0.1619], [3.9033, -0.1816, -0.8021]], "forces_ev_per_angstrom": [[0.13, 0.11, 0.25], [-3.96, 0.71, 0.31], [2.19, 0.89, -1.45], [-1.37, -0.15, 0.50], [0.05, -0.28, -0.12], [2.05, -2.63, 1.81], [1.01, 1.25, -1.37], [-0.11, 0.09, 0.09]], "lowdin_charge": [0.0997, -0.1978, -0.1771, 0.0999, 0.1003, 1.3199, -0.9980, 0.7532]}



No. 6
{"formula": "C2H2LiO2Tl", "method": "wB97M-V/def2-TZVPD", "homo_lumo_gap_ev": [3.63, 3.63], "charge": 0, "de_lowest_ev": 2.895, "symbols": ["O", "H", "H", "Li", "C", "O", "C", "Tl"], "positions_angstrom": [[0.7600, -0.1775, -0.2239], [1.6526, 1.2783, 1.8358], [-0.3474, 0.8165, -1.6110], [0.7363, -1.5687, 1.4485], [-1.4710, 0.5167, 0.1361], [-2.3687, 0.6002, 0.8939], [-0.3916, 0.4238, -0.6011], [1.4298, -1.8894, -1.8782]], "forces_ev_per_angstrom": [[0.67, -2.44, 0.53], [-0.11, -0.80, 0.17], [-0.75, 0.46, 0.08], [0.31, 1.79, -0.31], [-0.69, 0.14, 1.08], [0.42, -0.03, -0.71], [0.39, -0.03, -1.38], [-0.24, 0.91, 0.53]], "lowdin_charge": [-0.7044, -0.1627, 0.0936, 0.4510, -0.1908, 0.1256, -0.4254, 0.8131]}



No. 7
{"formula": "C2H2LiO2Yb", "method": "wB97M-V/def2-TZVPD", "homo_lumo_gap_ev": [5.95, 5.95], "charge": 1, "de_lowest_ev": 1.682, "symbols": ["Yb", "O", "H", "C", "Li", "H", "O", "C"], "positions_angstrom": [[2.4929, -0.0256, 0.6349], [-1.1741, 0.4367, -1.8304], [-1.2144, 1.1642, 0.0675], [-0.7200, 0.5004, -0.6767], [-2.7851, -0.1147, -2.5281], [1.5052, 1.6446, -0.0181], [-0.2167, -1.8017, -0.2316], [0.0481, -0.6244, -0.0414]], "forces_ev_per_angstrom": [[-1.35, 0.27, -0.26], [0.31, 0.52, 0.38], [0.80, 0.48, -0.44], [-2.80, -1.55, 0.04], [0.56, 0.10, 0.06], [0.43, 0.19, -0.13], [-1.27, 0.24, -0.64], [3.34, -0.26, 0.99]], "lowdin_charge": [1.2127, -0.1477, 0.1160, -0.2992, 0.8737, -0.1856, -0.0757, -0.4942]}



No. 8
{"formula": "C2H2LiO2Yb", "method": "wB97M-V/def2-TZVPD", "homo_lumo_gap_ev": [8.37, 7.85], "charge": 2, "spin_multiplicity": 2, "de_lowest_ev": 1.277, "symbols": ["Li", "H", "H", "Yb", "C", "O", "C", "O"], "positions_angstrom": [[-0.4844, 1.6227, -1.2690], [0.4230, -0.5341, 1.5404], [1.7537, -0.7949, 0.1948], [-2.1955, -1.4370, -0.1421], [-0.2827, -0.1490, 0.6050], [1.1396, 0.7374, -1.0363], [0.9843, -0.0190, 0.0091], [-1.3381, 0.5739, 0.0979]], "forces_ev_per_angstrom": [[0.18, 0.77, -0.23], [-3.93, 0.52, 0.61], [0.01, 0.72, 0.48], [-0.95, -0.57, 0.08], [2.46, 0.59, 1.11], [-0.13, -1.51, 2.92], [1.08, 1.22, -6.49], [1.28, -1.73, 1.52]], "lowdin_spin": [0.0012, 0.0225, -0.0013, 0.0866, 0.3588, 0.2718, 0.0454, 0.2151]}



No. 9
{"formula": "C2H2LiOZn", "method": "wB97M-V/def2-TZVPD", "homo_lumo_gap_ev": [5.10, 6.38], "charge": 0, "spin_multiplicity": 2, "symbols": ["H", "Zn", "O", "C", "Li", "H", "C"], "positions_angstrom": [[1.5356, -3.6001, 0.7754], [-0.9770, -0.7994, 1.2399], [-0.2237, -2.8754, -0.0863], [0.5325, -3.2043, 1.0157], [1.4476, 0.5879, 0.1880], [-1.6776, 0.6369, 2.2895], [0.0157, -3.1300, 2.2606]], "forces_ev_per_angstrom": [[-0.14, 0.09, 0.53], [0.53, 0.38, 0.47], [0.40, 0.76, 2.63], [-0.85, -0.05, -1.39], [-0.43, -0.36, 0.10], [0.40, -1.37, -0.93], [0.10, 0.56, -1.40]], "lowdin_spin": [0.0014, 0.3555, 0.0818, 0.0367, 0.2834, 0.2314, 0.0098]}



No. 10
{"formula": "C2H2N2O", "method": "wB97M-V/def2-TZVPD", "homo_lumo_gap_ev": 11.59, "charge": 0, "de_lowest_ev": 1.635, "symbols": ["O", "C", "H", "N", "H", "C", "N"], "positions_angstrom": [[-2.6234, 0.2901, -0.2228], [2.1265, 0.9106, 0.3709], [1.0963, -0.0724, -1.2406], [-0.4798, -0.4715, 0.3147], [-0.0252, -0.9021, 1.0847], [-1.6072, -0.1156, 0.1400], [1.5128, 0.3609, -0.4469]], "forces_ev_per_angstrom": [[-1.17, 0.42, -0.15], [0.15, 0.09, 0.10], [-0.02, 0.02, 0.08], [-0.64, -0.91, 0.33], [0.08, -0.10, 0.42], [0.07, -0.10, -0.06], [1.54, 0.58, -0.71]], "lowdin_charge": [0.1729, -0.0781, 0.0733, 0.1485, 0.0900, -0.3915, -0.0152]}



No. 11
{"formula": "C2H2N2O", "method": "wB97M-V/def2-TZVPD", "homo_lumo_gap_ev": 10.94, "smiles": "N#CC(N)=O", "charge": 0, "de_lowest_ev": 1.074, "symbols": ["H", "N", "N", "C", "O", "C", "H"], "positions_angstrom": [[-1.1266, -1.9090, 0.0942], [2.2181, -0.1034, 0.0950], [-1.2713, -0.9158, -0.0253], [-0.4082, 0.1268, -0.1131], [-0.8560, 1.2695, 0.0341], [1.0102, -0.2002, -0.1036], [-2.2655, -0.6714, 0.4449]], "forces_ev_per_angstrom": [[1.02, 0.29, -0.30], [-7.66, -1.03, -1.39], [-3.96, -0.17, 1.63], [-2.58, 1.19, 1.69], [1.68, -1.46, -0.79], [8.25, 1.45, 1.02], [3.26, -0.27, -1.86]], "lowdin_charge": [0.1002, 0.1683, 0.1205, -0.5655, 0.0616, -0.0763, 0.1913]}



No. 12
{"formula": "C2H2N2O", "method": "wB97M-V/def2-TZVPD", "homo_lumo_gap_ev": 11.15, "charge": 0, "de_lowest_ev": 4.920, "symbols": ["H", "C", "C", "N", "O", "N", "H"], "positions_angstrom": [[1.5923, -0.4483, 0.9677], [0.0809, 0.1428, -0.2954], [-1.2867, 0.3109, -0.0756], [0.6765, -0.6076, 0.7546], [0.4609, -1.0780, -0.5701], [-2.3915, 0.4639, 0.1097], [0.8676, 1.2162, -0.8909]], "forces_ev_per_angstrom": [[3.45, 0.82, -0.31], [4.03, 5.20, -0.79], [-0.42, 0.95, -0.48], [-3.63, -0.59, 1.40], [1.47, -3.28, -2.01], [-2.04, 0.25, 0.32], [-2.86, -3.36, 1.88]], "lowdin_charge": [0.0676, -0.4513, -0.1826, 0.1020, 0.0121, 0.1966, 0.2556]}



No. 13
{"formula": "C2H2N2O2", "method": "wB97M-V/def2-TZVPD", "homo_lumo_gap_ev": 11.19, "smiles": "N=C=N.O=C=O", "charge": 0, "de_lowest_ev": 0.280, "symbols": ["O", "N", "C", "N", "H", "C", "O", "H"], "positions_angstrom": [[-1.4305, 2.1349, -0.6183], [-0.8350, -0.4489, 0.5552], [0.3249, -0.8121, 0.4341], [1.4848, -1.1163, 0.1806], [1.5001, -2.1264, 0.1159], [-0.3856, 1.7006, -0.8919], [0.6728, 1.3068, -1.1868], [-1.3315, -0.6385, 1.4111]], "forces_ev_per_angstrom": [[0.63, -0.16, -0.22], [0.27, -0.37, -0.22], [-0.21, -0.14, 0.12], [-0.56, -0.01, 0.60], [0.57, -0.35, -0.41], [0.06, 0.27, -0.19], [-0.82, 0.46, 0.09], [0.05, 0.28, 0.23]], "lowdin_charge": [0.1854, 0.1532, -0.3759, 0.1441, 0.0765, -0.4437, 0.1726, 0.0878]}



No. 14
{"formula": "C2H2N2O2", "method": "wB97M-V/def2-TZVPD", "homo_lumo_gap_ev": 10.01, "smiles": "O=NN=O.C#C", "charge": 0, "de_lowest_ev": 8.329, "symbols": ["N", "O", "C", "N", "H", "C", "O", "H"], "positions_angstrom": [[1.5037, -0.4857, 0.2337], [1.4789, -1.6858, 0.3763], [-1.3582, -0.1399, 0.5855], [1.4885, 0.5125, -0.2931], [-1.5370, -0.1697, 1.6192], [-1.5736, 0.1627, -0.5710], [1.5370, 1.7125, -0.3063], [-1.5395, 0.0935, -1.6442]], "forces_ev_per_angstrom": [[0.18, -1.16, 0.29], [-0.05, -0.08, -0.03], [-1.28, 1.05, -1.60], [0.17, 0.22, 0.11], [0.34, -0.27, 0.79], [0.90, -1.22, 0.51], [-0.04, 1.02, -0.39], [-0.22, 0.43, 0.32]], "lowdin_charge": [-0.0722, 0.0460, -0.0065, -0.0720, 0.0191, 0.0133, 0.0391, 0.0332]}



No. 15
{"formula": "C2H2N2O2", "method": "wB97M-V/def2-TZVPD", "homo_lumo_gap_ev": [8.00, 8.00], "charge": 0, "de_lowest_ev": 7.161, "symbols": ["O", "N", "N", "H", "H", "O", "C", "C"], "positions_angstrom": [[1.2111, 0.7353, 1.3111], [-1.9282, -0.3509, 0.0419], [-1.0384, -0.0679, 0.8151], [1.6719, 0.2441, 1.9516], [1.0198, -0.2267, -1.8726], [-1.1514, -0.3496, -1.4925], [0.1600, 0.1110, 0.7114], [0.0552, -0.0953, -1.4660]], "forces_ev_per_angstrom": [[-2.20, 1.31, -1.30], [-1.11, 0.10, 1.66], [-2.83, -0.04, 0.05], [0.70, -1.53, 1.18], [0.36, 0.01, -1.50], [4.24, 0.37, -2.53], [4.77, 0.26, -3.63], [-3.94, -0.48, 6.08]], "lowdin_charge": [0.0467, 0.0811, -0.0811, 0.0746, 0.0830, -0.0537, -0.2288, 0.0782]}



No. 16
{"formula": "C2H2N2O2", "method": "wB97M-V/def2-TZVPD", "homo_lumo_gap_ev": 10.33, "smiles": "O=c1[nH]cno1", "charge": 0, "de_lowest_ev": 2.884, "symbols": ["O", "O", "H", "N", "H", "C", "N", "C"], "positions_angstrom": [[0.2960, -1.3895, 0.0405], [2.3124, -0.3578, -0.0599], [-1.9396, 0.8083, -0.0502], [0.2147, 0.5801, -0.0728], [0.0934, 1.7056, 0.1974], [1.0977, -0.3438, 0.0213], [-1.0580, -1.1166, -0.0855], [-1.0166, 0.1137, 0.0091]], "forces_ev_per_angstrom": [[0.85, -5.39, -0.39], [-1.25, 0.04, 0.62], [1.72, -1.41, 0.19], [-3.07, 11.91, 1.81], [2.20, -3.90, -1.19], [4.27, -1.90, -0.70], [-0.12, -2.67, 1.03], [-4.62, 3.33, -1.37]], "lowdin_charge": [0.0628, 0.1029, 0.1716, 0.1318, 0.2660, -0.6219, 0.1300, -0.2433]}



No. 17
{"formula": "C2H2N2O2", "method": "wB97M-V/def2-TZVPD", "homo_lumo_gap_ev": 11.50, "smiles": "N#CC[N+](=O)[O-]", "charge": 0, "de_lowest_ev": 4.283, "symbols": ["O", "C", "C", "N", "H", "H", "N", "O"], "positions_angstrom": [[1.5731, -0.1191, -1.1383], [-0.9534, 0.9877, -0.0278], [-0.3705, -0.2858, 0.1144], [1.1009, -0.3425, -0.0837], [-0.7932, -0.8104, -0.6638], [-0.7279, -0.8222, 1.1101], [-1.5145, 1.9538, -0.2769], [1.6855, -0.5616, 0.9661]], "forces_ev_per_angstrom": [[0.53, 0.19, -1.92], [-0.32, 1.71, -0.20], [-0.82, -1.80, 2.83], [-0.32, 0.16, 3.44], [-0.80, -1.65, -1.87], [1.28, 1.28, -1.99], [-0.05, 0.28, 0.17], [0.50, -0.18, -0.47]], "lowdin_charge": [0.1407, -0.2101, -0.0864, -0.4159, 0.1085, 0.1943, 0.1867, 0.0823]}



No. 18
{"formula": "C2H2N2O2S", "method": "wB97M-V/def2-TZVPD", "homo_lumo_gap_ev": 10.14, "smiles": "[H]/N=C/S(=O)(=O)C#N", "charge": 0, "de_lowest_ev": 4.477, "symbols": ["S", "O", "O", "H", "N", "N", "C", "C", "H"], "positions_angstrom": [[-2.3622, 0.3975, -0.2073], [-2.6651, 0.9077, -1.4869], [-3.0480, 1.0542, 1.2029], [0.9726, -1.1129, -0.2498], [-0.0166, -0.8056, -0.3729], [-3.1026, -2.3852, 0.1542], [-2.9286, -1.2887, -0.1083], [-0.5771, 0.2553, 0.0819], [0.0845, 1.0043, 0.6756]], "forces_ev_per_angstrom": [[-3.73, 2.31, 7.42], [0.07, 0.43, -0.87], [3.47, -2.94, -6.52], [-0.97, 1.30, 0.23], [-1.79, 0.77, 0.26], [-0.43, -0.93, 0.03], [1.22, 1.50, 0.04], [4.31, -1.90, 0.25], [-2.16, -0.54, -0.84]], "lowdin_charge": [0.7843, -0.2929, -0.4079, 0.0967, 0.0810, 0.1600, -0.2866, -0.2795, 0.1448]}



No. 19
{"formula": "C2H2N2O2S", "method": "wB97M-V/def2-TZVPD", "homo_lumo_gap_ev": 10.62, "smiles": "O=c1nc(S)o[nH]1", "charge": 0, "de_lowest_ev": 1.116, "symbols": ["S", "N", "H", "O", "O", "C", "C", "H", "N"], "positions_angstrom": [[-0.1319, 2.3434, -1.0885], [-0.4498, -1.1364, 0.4299], [-1.4330, 2.4213, -0.9241], [1.5918, -1.7441, 1.1093], [-0.9134, -0.1114, -0.3525], [0.8895, -0.9159, 0.6523], [0.0827, 0.7696, -0.2971], [-0.8107, -2.0501, 0.1908], [1.1749, 0.4236, 0.2799]], "forces_ev_per_angstrom": [[0.84, -0.57, 0.21], [-0.43, -0.61, 0.53], [-0.77, -0.15, 0.07], [1.63, -1.21, 0.87], [-1.11, 0.68, -0.63], [-0.03, 0.62, -0.12], [0.67, 1.55, -0.47], [0.04, 0.19, -0.23], [-0.83, -0.50, -0.23]], "lowdin_charge": [0.8814, 0.1129, -0.1377, 0.1162, -0.0094, -0.5652, -0.7458, 0.1706, 0.1771]}



No. 20
{"formula": "C2H2N2O2S", "method": "wB97M-V/def2-TZVPD", "homo_lumo_gap_ev": 10.06, "smiles": "N#C[C@H](S)[N+](=O)[O-]", "charge": 0, "de_lowest_ev": 3.807, "symbols": ["C", "S", "C", "H", "O", "N", "N", "O", "H"], "positions_angstrom": [[0.2546, 0.1721, -0.5238], [0.9650, -1.5972, -0.5078], [-1.0876, 0.0448, -0.7932], [0.6800, 0.8839, -1.1408], [-0.3560, 0.4922, 1.7679], [-2.1982, -0.1387, -0.9616], [0.4465, 0.6980, 0.8901], [1.4598, 1.3310, 1.0511], [-0.1641, -1.8861, 0.2181]], "forces_ev_per_angstrom": [[1.67, -2.16, 2.10], [-1.09, 1.44, 0.30], [-2.32, -0.23, -0.37], [1.54, 0.99, -1.30], [-0.52, -0.63, -0.64], [-1.13, -0.05, -0.30], [0.43, 0.86, 0.95], [0.62, 0.18, -0.40], [0.81, -0.39, -0.36]], "lowdin_charge": [-0.4865, 0.8099, -0.3176, 0.1058, 0.0975, 0.2213, -0.4336, 0.0865, -0.0833]}